P:
Below is a 2-piece molecular cluster, C4H12NO2 overall, with properties calculated with ωB97M-V/def2-TZVPD.

Values from the calculation:
lowest unoccupied orbital energy	3.9	eV
HOMO-LUMO gap	6.94	eV

Geometry as ORCA input:
```
! RIJCOSX wB97M-V def2-TZVPD def2/J DEFGRID3
* xyz -1 1
C -1.30560 -0.51661 0.00464
N -0.34271 0.02004 -0.98258
C -0.49005 1.52717 -1.22205
O 0.29925 2.31321 -0.36418
C -0.98783 -1.78153 0.76480
C 0.46953 -1.68727 1.34748
H -1.41729 0.26400 0.72717
H -2.27432 -0.48985 -0.50330
H 0.49882 -0.17902 -0.48665
H -0.24136 1.52519 -2.34781
H -1.47768 1.90966 -1.20677
H -1.17078 -2.61491 0.11221
H -1.70103 -1.90955 1.55336
H 0.69014 -0.81066 2.00045
H 0.55056 -2.65559 1.91820
H 1.20151 -1.69550 0.51915
H 2.88229 2.37289 -1.36255
H 1.93484 2.18752 -0.21315
O 2.88169 2.22083 -0.25840
*
```

Results of the Löwdin charge analysis, in e, for atoms 1 through 6: atom 1 (C): -0.315, atom 2 (N): -0.069, atom 3 (C): -0.440, atom 4 (O): -0.357, atom 5 (C): -0.252, atom 6 (C): -0.108

Q:
Below is a 2-piece molecular cluster, C4H12NO2 overall, with properties calculated with ωB97M-V/def2-TZVPD.

Values from the calculation:
lowest unoccupied orbital energy	3.4	eV
HOMO-LUMO gap	5.96	eV

Geometry as ORCA input:
```
! RIJCOSX wB97M-V def2-TZVPD def2/J DEFGRID3
* xyz -1 1
C 0.74110 -0.93753 -2.10343
O 1.17455 -1.63271 -0.95995
C -0.55547 -0.14439 -1.86203
C -0.65922 0.73946 -0.61753
C 0.60501 1.51899 -0.13041
N 1.60824 0.77405 0.56763
H 1.48454 -0.21891 -2.44104
H 0.61776 -1.76629 -2.80350
H -0.72575 0.50201 -2.73063
H -1.41561 -0.81604 -1.95488
H -1.53758 1.39821 -0.78332
H -1.01394 0.17393 0.27013
H 0.23142 2.45346 0.32987
H 1.06600 1.81688 -1.08274
H 1.64343 -0.19002 0.05840
H 1.32212 0.51959 1.52566
H -2.34266 0.34247 3.72830
H -2.01776 -1.09371 3.60630
O -2.29628 -0.48012 4.22864
*
```

Results of the Löwdin charge analysis, in e, for atoms 1 through 6: atom 1 (C): -0.467, atom 2 (O): -0.412, atom 3 (C): -0.243, atom 4 (C): -0.234, atom 5 (C): -0.349, atom 6 (N): -0.048

R:
Below is a 2-piece molecular cluster, C4H12NO2 overall, with properties calculated with ωB97M-V/def2-TZVPD.

Values from the calculation:
lowest unoccupied orbital energy	3.7	eV
HOMO-LUMO gap	6.69	eV

Geometry as ORCA input:
```
! RIJCOSX wB97M-V def2-TZVPD def2/J DEFGRID3
* xyz -1 1
C 1.03135 0.18662 -0.14794
N -0.08935 1.01935 -0.54329
C -1.02595 1.42369 0.63110
O -2.03569 0.63756 0.49135
C 1.30804 -0.95932 -1.10203
C 2.07331 -2.15715 -0.48869
H 0.87831 -0.21910 0.86934
H 1.87044 0.92732 -0.40308
H -0.62937 0.31506 -1.12445
H -1.31060 2.55702 0.30234
H -0.56065 1.29907 1.58848
H 0.46513 -1.38756 -1.62761
H 1.99888 -0.48181 -1.89913
H 1.56483 -3.17144 -0.59717
H 2.36356 -2.08864 0.52574
H 3.01390 -2.30600 -1.18181
H -3.30233 2.14385 1.50938
H -3.54687 0.68093 1.50115
O -4.06694 1.58053 1.69631
*
```

Results of the Löwdin charge analysis, in e, for atoms 1 through 6: atom 1 (C): -0.328, atom 2 (N): -0.098, atom 3 (C): -0.540, atom 4 (O): -0.313, atom 5 (C): -0.284, atom 6 (C): -0.137

Top of the stability list: Q, leading by 0.0093 hartree.

P:
Below is a 2-piece molecular cluster, C6H10NO overall, with properties calculated with ωB97M-V/def2-TZVPD.

Values from the calculation:
lowest unoccupied orbital energy (spin up / spin down)	-6.7 / -6.7	eV
HOMO-LUMO gap (spin up / spin down)	4.32 / 4.32	eV

Geometry as ORCA input:
```
! RIJCOSX wB97M-V def2-TZVPD def2/J DEFGRID3
* xyz 1 1
C 4.05935 -1.60318 -0.04850
C 3.11592 -0.83665 -0.13443
C 2.48879 0.37763 -0.04543
C -0.93249 1.43871 -0.21541
C -1.68925 -1.07887 -0.15712
C -2.84771 -0.07053 -0.26665
N -2.16839 1.18622 0.03783
O 2.73281 1.36194 0.77714
H 4.60526 -2.51887 0.04563
H 1.36710 0.42254 -0.40417
H -0.46756 2.38853 -0.08215
H -2.02043 -2.08719 -0.52315
H -0.89938 -0.79008 -0.92464
H -1.15742 -1.08132 0.70851
H -3.47206 -0.31426 0.57544
H -3.43021 0.18004 -1.18819
H -2.81525 1.83741 0.50457
H 3.53092 1.18794 1.34072
*
```

Results of the Löwdin charge analysis, in e, for atoms 1 through 6: atom 1 (C): 0.297, atom 2 (C): -0.001, atom 3 (C): -0.057, atom 4 (C): 0.013, atom 5 (C): -0.130, atom 6 (C): -0.200

Q:
Below is an isolated ion of composition C6H10NO and charge +1, with properties calculated with ωB97M-V/def2-TZVPD.

Values from the calculation:
lowest unoccupied orbital energy	-5.6	eV
HOMO-LUMO gap	7.56	eV
SMILES string	C=[NH+]/C=C/CCC=O

Geometry as ORCA input:
```
! RIJCOSX wB97M-V def2-TZVPD def2/J DEFGRID3
* xyz 1 1
C -0.82552 1.78526 -2.85098
N -0.81550 1.05516 -1.78205
C 0.32744 0.61954 -1.05358
C 0.37518 -0.70468 -0.62542
C 1.27198 -1.24560 0.41329
C 0.73007 -1.28674 1.84226
C -0.05467 -0.15959 2.35087
O -1.11588 0.00424 1.76455
H 0.01017 2.59976 -3.09882
H -1.65714 1.70812 -3.54931
H -1.41295 0.21666 -1.71658
H 1.10728 1.31690 -1.15319
H -0.44391 -1.48910 -0.93432
H 1.52968 -2.26580 0.25202
H 2.13884 -0.46615 0.42247
H 0.34888 -2.28304 2.06677
H 1.75324 -1.37149 2.50649
H 0.31465 0.56500 3.10386
*
```

Results of the Löwdin charge analysis, in e, for atoms 1 through 6: atom 1 (C): 0.182, atom 2 (N): 0.039, atom 3 (C): -0.068, atom 4 (C): -0.039, atom 5 (C): -0.197, atom 6 (C): -0.178

R:
Below is an isolated ion of composition C6H10NO and charge +1, with properties calculated with ωB97M-V/def2-TZVPD.

Values from the calculation:
lowest unoccupied orbital energy	-5.3	eV
HOMO-LUMO gap	9.35	eV
SMILES string	C=[N+]1CC[C@H]2O[C@H]2C1

Geometry as ORCA input:
```
! RIJCOSX wB97M-V def2-TZVPD def2/J DEFGRID3
* xyz 1 1
C -1.50586 -1.51813 1.04426
N -0.84314 -0.66488 0.30465
C 0.48467 -1.02823 -0.12408
C 1.60684 -0.12142 0.25593
C 1.36172 1.14239 -0.56659
O 0.70054 1.03913 -1.82789
C -0.11666 1.48178 -0.72097
C -1.33680 0.62110 -0.13439
H -2.57305 -1.28732 1.19748
H -0.96738 -2.39061 1.48290
H 0.45945 -1.17303 -1.27579
H 0.69437 -1.92341 0.33531
H 1.59183 0.17873 1.32052
H 2.51495 -0.63039 -0.11506
H 2.11831 2.01111 -0.50505
H -0.44186 2.53070 -0.68292
H -1.56613 1.11413 0.84517
H -2.18180 0.61835 -0.83350
*
```

Results of the Löwdin charge analysis, in e, for atoms 1 through 6: atom 1 (C): 0.234, atom 2 (N): -0.106, atom 3 (C): -0.154, atom 4 (C): -0.088, atom 5 (C): -0.216, atom 6 (O): -0.005

Top of the stability list: R, leading by 0.0362 hartree.

P:
Below is one molecule with the formula C3H6NP, with properties calculated with ωB97M-V/def2-TZVPD.

Values from the calculation:
lowest unoccupied orbital energy	0.9	eV
HOMO-LUMO gap	9.66	eV
SMILES string	C#CCNP

Geometry as ORCA input:
```
! RIJCOSX wB97M-V def2-TZVPD def2/J DEFGRID3
* xyz 0 1
C 0.18332 2.69829 -0.36276
C 0.47902 1.57766 -0.02829
C 0.66532 0.14951 0.19845
N -0.80132 -0.57946 -0.57304
P -1.08049 -2.07071 0.21226
H -0.11868 3.68482 -0.59269
H 0.57603 -0.16133 1.13980
H 1.57319 -0.07396 -0.29142
H -0.64776 -0.66730 -1.50952
H 0.01363 -2.94691 0.26822
H -0.84227 -1.61061 1.53898
*
```

Results of the Löwdin charge analysis, in e, for atoms 1 through 6: atom 1 (C): 0.110, atom 2 (C): -0.162, atom 3 (C): -0.133, atom 4 (N): -0.301, atom 5 (P): 0.673, atom 6 (H): 0.019

Q:
Below is one molecule with the formula C3H6NP, with properties calculated with ωB97M-V/def2-TZVPD.

Values from the calculation:
lowest unoccupied orbital energy	-0.1	eV
HOMO-LUMO gap	8.83	eV
SMILES string	C=CC[PH]#N

Geometry as ORCA input:
```
! RIJCOSX wB97M-V def2-TZVPD def2/J DEFGRID3
* xyz 0 1
C 0.80502 -1.35460 -0.08366
C 1.04928 -0.13447 0.35363
C 0.21149 1.02698 0.01473
P -1.62784 0.43936 0.05454
N -1.96896 -1.02185 0.13262
H -0.07577 -1.68003 -0.71055
H 1.44377 -2.07290 0.24400
H 1.95433 -0.06384 0.74993
H 0.30203 1.90893 0.65210
H 0.23818 1.44920 -0.99164
H -2.33153 1.50322 -0.41570
*
```

Results of the Löwdin charge analysis, in e, for atoms 1 through 6: atom 1 (C): -0.015, atom 2 (C): -0.261, atom 3 (C): -0.331, atom 4 (P): 0.753, atom 5 (N): -0.339, atom 6 (H): 0.057

Top of the stability list: P, leading by 0.0056 hartree.

P:
Below is a 2-piece molecular cluster, C2H8N2O2 overall, with properties calculated with ωB97M-V/def2-TZVPD.

Values from the calculation:
lowest unoccupied orbital energy (spin up / spin down)	-3.6 / -9.0	eV
HOMO-LUMO gap (spin up / spin down)	10.82 / 5.31	eV

Geometry as ORCA input:
```
! RIJCOSX wB97M-V def2-TZVPD def2/J DEFGRID3
* xyz 1 2
N 0.28288 -0.67100 0.06326
C -0.97595 -0.38240 -0.61958
N -1.50130 -1.51137 -1.49425
H 0.00550 -1.25390 0.85210
H 0.97772 -1.15232 -0.51854
H -1.85322 -0.06845 -0.00205
H -0.75774 0.46966 -1.32830
H -0.98961 -1.41482 -2.40436
H -1.40474 -2.45533 -1.22903
O 2.47077 0.68318 1.61058
C 1.39765 1.31123 1.55331
O 1.05027 2.04415 0.47257
H 0.85720 1.61953 2.44144
H 0.44056 2.78183 0.60286
*
```

Results of the Löwdin charge analysis, in e, for atoms 1 through 6: atom 1 (N): 0.198, atom 2 (C): -0.243, atom 3 (N): 0.212, atom 4 (H): 0.134, atom 5 (H): 0.146, atom 6 (H): 0.151

Q:
Below is a 2-piece molecular cluster, C2H8N2O2 overall, with properties calculated with ωB97M-V/def2-TZVPD.

Values from the calculation:
lowest unoccupied orbital energy (spin up / spin down)	-4.7 / -9.6	eV
HOMO-LUMO gap (spin up / spin down)	8.68 / 3.82	eV

Geometry as ORCA input:
```
! RIJCOSX wB97M-V def2-TZVPD def2/J DEFGRID3
* xyz 1 2
N -0.88656 -2.21892 -0.49405
C -1.59635 -1.08679 -0.99064
O -0.87802 0.15748 -0.72994
H -0.01825 -2.37369 -0.99830
H -0.57906 -2.10096 0.46591
H -1.75944 -1.17534 -2.06202
H -2.55881 -1.06340 -0.47859
H -1.53819 0.83826 -0.58202
C 1.74176 1.80738 1.52351
N 1.57779 1.09956 0.43527
O 0.86890 1.95052 2.39715
H 2.72431 2.30080 1.60506
H 2.21902 1.23354 -0.33761
H 0.68290 0.63156 0.24628
*
```

Results of the Löwdin charge analysis, in e, for atoms 1 through 6: atom 1 (N): 0.031, atom 2 (C): -0.297, atom 3 (O): -0.111, atom 4 (H): 0.077, atom 5 (H): 0.075, atom 6 (H): 0.123

Top of the stability list: Q, leading by 0.0168 hartree.

P:
Below is a 12-piece molecular cluster, C5H33NO13 overall, with properties calculated with ωB97M-V/def2-TZVPD.

Values from the calculation:
lowest unoccupied orbital energy	0.1	eV
HOMO-LUMO gap	9.53	eV
SMILES string	C[C@@H](N)CCC(=O)O.O.O.O.O.O.O.O.O.O.O.O

Geometry as ORCA input:
```
! RIJCOSX wB97M-V def2-TZVPD def2/J DEFGRID3
* xyz 0 1
C -2.12748 2.08180 1.63403
C -0.77452 2.07801 0.94867
N 0.22579 2.93373 1.66760
C -0.18386 0.60456 0.86389
C 0.50711 0.41963 -0.46735
C 0.96923 -1.01019 -0.67702
O 1.99489 -1.59125 -0.49268
O -0.16181 -1.61283 -1.22766
H -2.55447 3.01256 1.96879
H -2.89746 1.63925 1.02736
H -1.95744 1.48362 2.52596
H -0.86559 2.42163 -0.08820
H 0.18807 3.82232 1.16076
H -0.02748 3.00028 2.63344
H 0.35921 0.39588 1.79291
H -1.01022 -0.14005 0.95637
H 1.44615 1.01437 -0.50392
H -0.17925 0.88693 -1.18422
H 0.06022 -2.50916 -1.54773
O 0.57525 2.39291 -3.18002
H 1.42420 1.99914 -2.89601
H 0.75071 3.33963 -3.20779
O -3.42265 -0.75497 -0.52584
H -4.16420 -0.76223 -1.14963
H -2.86213 -0.17600 -1.07130
O 2.67652 0.79816 -2.58319
H 3.43261 1.06744 -2.06123
H 2.78068 0.43444 -3.46400
O -2.88154 -0.44744 2.92170
H -2.67983 -0.31527 1.98306
H -3.08506 -1.39090 2.90951
O 1.83683 -4.17655 0.01393
H 2.04051 -3.22920 -0.12679
H 0.92841 -4.34866 -0.19518
O 3.38444 2.58246 0.35065
H 2.86621 2.96783 1.07614
H 3.91262 1.87119 0.70931
O 0.26000 -0.28489 -4.21699
H 0.56921 0.62595 -4.40082
H 0.08151 -0.30896 -3.27702
O 1.86975 -0.25090 3.15426
H 1.88226 -1.20968 3.14012
H 2.60426 0.02226 3.69598
O -1.70221 -2.40335 0.84298
H -1.60621 -1.89036 0.02754
H -1.63717 -3.31177 0.51130
O -0.18179 -1.17943 4.45104
H -0.77360 -0.42947 4.37280
H -0.53746 -1.77060 3.77053
O -2.55762 0.16430 -3.10273
H -2.13601 1.03050 -3.10895
H -2.22662 -0.41018 -3.80476
*
```

Results of the Löwdin charge analysis, in e, for atoms 1 through 6: atom 1 (C): -0.067, atom 2 (C): -0.390, atom 3 (N): 0.047, atom 4 (C): -0.137, atom 5 (C): -0.110, atom 6 (C): -0.431

Q:
Below is a 12-piece molecular cluster, C5H33NO13 overall, with properties calculated with ωB97M-V/def2-TZVPD.

Values from the calculation:
lowest unoccupied orbital energy	0.0	eV
HOMO-LUMO gap	9.73	eV
SMILES string	CCN[C@H](C)C(=O)O.O.O.O.O.O.O.O.O.O.O.O

Geometry as ORCA input:
```
! RIJCOSX wB97M-V def2-TZVPD def2/J DEFGRID3
* xyz 0 1
C -1.93109 -1.22941 -2.28243
C -2.17846 -0.37327 -1.01269
N -0.98516 0.23384 -0.44635
C -1.28834 0.89629 0.80315
C -2.66113 1.59274 1.17290
C -0.14789 1.98980 1.16737
O -0.21857 3.16877 1.06576
O 0.73307 1.35083 2.01952
H -0.87101 -1.59171 -2.13056
H -1.90987 -0.73825 -3.24496
H -2.53836 -2.12493 -2.39817
H -2.96736 0.33225 -1.31304
H -2.75225 -1.00891 -0.28585
H -0.59265 0.95281 -1.08606
H -1.19891 0.20437 1.64399
H -3.36405 1.26605 0.39024
H -3.04322 1.10946 2.07966
H -2.57994 2.68584 1.17486
H 1.39281 2.03015 2.25874
O -0.70152 1.22469 4.72429
H -1.03471 0.37495 4.39538
H -1.09153 1.78403 4.04017
O 1.56660 -1.71835 -0.45254
H 0.70597 -1.27591 -0.42131
H 2.29769 -1.04033 -0.54005
O -0.86398 -1.98429 3.95670
H -1.58459 -2.61977 3.83901
H -0.52777 -2.13481 3.05812
O -0.77015 -3.03245 0.88708
H -0.83634 -2.23928 0.34059
H 0.12093 -3.35960 0.67904
O 2.61040 -0.57226 1.69527
H 1.85974 0.03247 1.78335
H 2.55301 -1.48785 1.97589
O 1.95117 -3.23868 1.59217
H 1.84858 -2.62728 0.78506
H 2.42097 -4.01894 1.28595
O 0.52950 1.27022 -3.40160
H 0.94800 0.39807 -3.24755
H 0.09613 1.18197 -4.25564
O 3.49160 0.05624 -0.62594
H 4.26995 -0.47595 -0.43371
H 3.42437 0.68605 0.09697
O 1.88464 -1.08813 -3.47744
H 1.62290 -2.00838 -3.38061
H 2.51805 -0.96170 -2.76260
O 1.05091 2.57288 -1.16800
H 1.39142 2.41215 -2.06215
H 1.33208 3.46175 -0.93082
O -1.67963 3.15217 -2.70246
H -0.79794 2.80346 -2.90242
H -1.50408 3.72613 -1.94628
*
```

Results of the Löwdin charge analysis, in e, for atoms 1 through 6: atom 1 (C): -0.072, atom 2 (C): -0.289, atom 3 (N): -0.017, atom 4 (C): -0.266, atom 5 (C): -0.013, atom 6 (C): -0.445

Top of the stability list: Q, leading by 0.0039 hartree.